(1)
Computed, not measured: 2 unconnected molecules or ions with the total composition C5H8O2 at a distorted geometry, with ωB97M-V with the def2-TZVPD basis set.

```
15
Properties=species:S:1:pos:R:3:lowdin_charge:R:1
O 2.95547 -0.34858 1.56861 0.04
O -0.83790 1.74427 -1.98236 -0.07
C -0.34837 -1.42643 1.65924 -0.03
C 2.13941 0.42648 1.42218 0.02
C -0.41504 -1.05766 0.38301 -0.22
C -0.00361 0.79531 -1.34565 -0.29
C -0.76992 0.31245 -0.11523 -0.21
H -0.70810 1.06371 0.68055 0.11
H 0.21730 -0.05119 -2.01756 0.12
H -1.81905 0.25045 -0.42722 0.12
H 0.95816 1.25052 -1.05960 0.10
H -0.39130 2.03810 -2.78260 0.08
H -0.46778 -0.71236 2.47365 0.06
H -0.31104 -1.81907 -0.39304 0.10
H -0.19822 -2.46600 1.93601 0.06
```

The value obtained for the HOMO-LUMO gap is 10.64 eV. Its max |F| is 1.3 eV Å⁻¹. The multiplicity is 1.

***

(2)
Computed, not measured: a single C5H8O2 molecule at a distorted geometry, with ωB97M-V with the def2-TZVPD basis set.

```
15
Properties=species:S:1:pos:R:3:lowdin_charge:R:1
O -1.05452 0.25584 -1.02909 -0.05
O 1.12951 -0.81497 0.70521 -0.05
C -0.14134 1.10047 -0.36051 -0.24
C -1.33823 -1.21989 0.84867 0.03
C -1.33454 -0.96271 -0.45884 -0.22
C 1.30167 1.11813 -0.80446 -0.03
C 0.94909 0.55405 0.53444 -0.32
H -1.54317 -1.71460 -1.21585 0.13
H 1.84125 2.05430 -0.88683 0.10
H 1.58478 0.34939 -1.52072 0.12
H -1.19783 -0.42582 1.57400 0.09
H 1.17243 1.11491 1.44047 0.15
H 0.52974 -1.23736 0.05517 0.06
H -1.31272 -2.23472 1.22937 0.08
H -0.58611 2.06297 -0.11103 0.15
```

The value obtained for the HOMO-LUMO gap is 9.77 eV. Its SMILES is C=CO[C@@H]1C[C@@H]1O. Its max |F| is 1.1 eV Å⁻¹. The multiplicity is 1.

***

(3)
Computed, not measured: a molecular structure, C5H8O2, with ωB97M-V with the def2-TZVPD basis set.

```
15
Properties=species:S:1:pos:R:3:lowdin_charge:R:1
O 0.30684 1.65969 0.13073 0.07
O -1.53989 -0.71192 1.21048 0.04
C 0.56255 0.42145 0.45640 -0.24
C -0.80857 -0.10464 0.19861 -0.52
C -0.51573 -0.70490 -1.14500 -0.06
C 1.91654 -0.09963 0.72742 0.01
C -1.00806 1.35004 -0.32873 -0.09
H 1.99515 -1.12018 0.34124 0.09
H -1.75486 2.07880 -0.01838 0.11
H 2.67911 0.52398 0.25305 0.10
H -1.41190 -0.90559 -1.74074 0.08
H -2.15255 -1.32183 0.78030 0.10
H 2.11390 -0.14238 1.80541 0.09
H 0.18591 -1.54490 -1.17705 0.06
H -0.56844 0.62200 -1.49374 0.14
```

The value obtained for the HOMO-LUMO gap (spin up / spin down) is 8.07 / 8.07 eV. Its max |F| is 0.4 eV Å⁻¹. The multiplicity is 1.

***

(4)
Computed, not measured: a single C5H8O2 molecule, with ωB97M-V with the def2-TZVPD basis set.

```
15
Properties=species:S:1:pos:R:3:lowdin_charge:R:1
O 2.40320 0.46717 -0.77532 0.01
O 0.12096 -0.76080 -1.31365 -0.02
C 2.00038 0.30413 0.49958 -0.19
C -0.33569 -0.17705 -0.09608 -0.52
C -1.74302 -0.51488 0.27555 -0.07
C 0.75479 0.00259 0.90201 -0.03
C -1.41471 0.84929 -0.27909 -0.06
H 1.65333 0.18382 -1.34427 0.08
H -1.72822 1.07749 -1.29434 0.11
H -1.41736 1.69565 0.40323 0.11
H 0.56634 -1.58530 -1.05327 0.13
H -1.98796 -0.62217 1.32724 0.10
H -2.24874 -1.19935 -0.39919 0.11
H 0.55534 -0.16706 1.95614 0.11
H 2.82138 0.44647 1.19147 0.12
```

The value obtained for the HOMO-LUMO gap is 9.48 eV. Its SMILES is O/C=C\C1(O)CC1. Its max |F| is 0.5 eV Å⁻¹. The multiplicity is 1.